Entry 1:
This record from OMol25 describes a molecular structure, C33H19Cl5HfN8. The level of theory is ωB97M-V with the def2-TZVPD basis set.

Each line ends with the Mulliken charge.
Atoms and positions in Å:
Hf  11.871  8.673  11.329  0.553
C  7.118  9.289  8.316  -0.585
C  6.923  9.713  9.642  -0.603
C  7.616  9.148  10.705  0.177
C  8.614  8.175  10.485  -0.354
C  8.629  7.583  9.186  -0.527
C  7.862  8.093  8.130  -0.581
N  9.616  7.933  11.488  0.780
C  9.235  7.556  12.747  0.434
C  8.045  6.875  13.080  -0.838
C  7.726  6.682  14.409  -0.570
C  8.619  7.102  15.438  -0.831
C  9.789  7.774  15.090  -0.513
C  10.131  7.931  13.716  0.819
N  11.303  8.537  13.454  0.670
N  11.853  9.188  14.474  -0.957
C  12.786  10.065  14.117  0.043
C  13.532  10.831  15.075  -0.648
C  14.618  11.540  14.637  -0.221
C  14.831  11.671  13.253  -0.829
C  14.057  10.977  12.374  -0.182
N  13.060  10.136  12.753  0.036
H  6.674  9.760  7.431  0.441
H  6.291  10.594  9.733  0.348
H  7.404  9.457  11.768  0.320
H  9.439  6.893  9.008  0.392
H  7.695  7.544  7.195  0.402
H  7.303  6.654  12.343  0.568
H  6.808  6.160  14.702  0.392
H  8.374  7.092  16.462  0.443
H  10.527  8.264  15.773  0.403
H  13.195  10.814  16.094  0.499
H  15.305  11.979  15.370  0.399
H  15.730  12.220  12.951  0.371
H  14.206  11.061  11.281  0.373
Cl  10.332  11.344  11.823  -0.120
C  10.782  11.158  10.155  0.572
C  11.281  9.954  9.716  -0.360
C  11.456  9.644  8.360  0.217
Cl  12.077  8.078  7.884  -0.114
C  11.219  10.650  7.425  0.443
Cl  11.537  10.221  5.782  -0.192
C  10.776  11.953  7.811  0.225
Cl  10.808  13.246  6.677  -0.175
C  10.670  12.225  9.238  0.111
Cl  10.592  13.844  9.827  -0.194
N  13.861  8.617  10.384  -0.504
C  14.829  8.405  9.706  0.803
N  15.806  8.088  8.952  -0.632
C  17.094  8.338  9.056  0.512
N  18.261  8.612  9.115  -0.598
C  12.002  6.333  11.086  -1.144
C  13.336  5.785  10.858  0.438
C  13.716  5.422  9.506  -0.439
C  15.012  5.053  9.187  -0.723
C  16.010  5.076  10.193  0.634
C  15.601  5.254  11.513  -0.786
C  14.377  5.786  11.857  -0.451
C  17.319  4.601  9.991  -0.110
N  18.376  4.120  9.889  -0.550
H  11.579  5.970  12.046  0.479
H  11.344  6.215  10.251  0.469
H  12.968  5.399  8.687  0.367
H  15.354  4.808  8.155  0.362
H  16.334  4.910  12.295  0.354
H  14.126  6.004  12.894  0.485

The calculation puts the energy above the lowest of the compared OMol25 structures with the same formula, charge and spin at 0.0 kcal per mole. Its total energy is -4055.90070 Eh. As for the largest force on an atom: 0.0894 hartree/bohr. The HOMO energy (spin up / spin down) is -0.2885 / -0.2885 hartree. The HOMO-LUMO gap (spin up / spin down) comes out at 4.657 / 4.655 eV.

Entry 2:
This record from OMol25 describes a molecular structure, C33H21Cl4N12O3SW. The level of theory is ωB97M-V with the def2-TZVPD basis set.

Each line ends with the Mulliken charge.
Atoms and positions in Å:
W  -0.216  0.694  0.329  1.841
C  0.961  2.580  -3.715  -0.859
C  0.366  2.410  -2.468  -0.320
N  0.357  1.219  -1.877  0.404
C  0.848  0.168  -2.567  -0.212
C  1.474  0.376  -3.786  -0.294
N  1.551  1.578  -4.344  -0.472
C  0.468  -1.154  -2.045  0.042
C  0.692  -2.350  -2.690  -0.913
C  0.052  -3.514  -2.246  0.246
C  -0.869  -3.381  -1.198  -0.767
C  -1.031  -2.166  -0.572  0.387
N  -0.310  -1.090  -0.946  1.237
C  -1.994  -1.896  0.505  -0.157
C  -2.951  -2.792  0.955  -0.036
N  -3.801  -2.481  1.926  -0.481
C  -3.711  -1.273  2.456  -0.664
C  -2.769  -0.348  2.013  -0.481
N  -1.922  -0.667  1.043  0.530
C  0.296  -4.815  -2.883  0.485
C  0.222  -5.990  -2.139  -0.586
C  0.473  -7.196  -2.779  -0.498
N  0.760  -7.281  -4.073  -0.500
C  0.822  -6.162  -4.785  -0.499
C  0.609  -4.905  -4.237  -0.559
H  0.970  3.553  -4.190  0.455
H  -0.079  3.244  -1.943  0.743
H  1.918  -0.445  -4.336  0.497
H  1.357  -2.395  -3.540  0.683
H  -1.457  -4.234  -0.893  0.833
H  -3.045  -3.781  0.525  0.447
H  -4.399  -1.018  3.253  0.447
H  -2.709  0.639  2.446  0.508
H  0.018  -5.984  -1.075  0.504
H  0.444  -8.128  -2.228  0.393
H  1.050  -6.272  -5.839  0.397
H  0.647  -4.034  -4.879  0.463
Cl  -0.625  4.158  6.124  -0.086
C  -0.907  3.581  4.548  0.455
C  -1.817  4.248  3.708  0.466
Cl  -2.636  5.635  4.265  -0.099
C  -2.060  3.785  2.409  -0.245
Cl  -3.163  4.540  1.349  -0.119
C  -1.347  2.678  1.989  -0.213
O  -1.499  2.029  0.811  -0.655
C  -0.435  2.036  2.809  -0.058
O  0.150  0.980  2.188  -0.189
C  -0.207  2.447  4.105  0.084
Cl  0.881  1.582  5.098  -0.086
O  1.765  0.251  0.076  0.496
N  2.785  -0.567  0.060  -0.860
C  2.791  -1.630  0.803  0.532
C  1.559  -1.806  1.502  0.548
N  0.488  -1.409  1.636  -0.200
C  3.910  -2.512  0.811  -0.319
N  4.792  -3.246  0.814  -0.289
C  3.513  2.004  2.271  -0.846
N  2.737  3.227  2.460  0.262
C  2.956  4.160  3.450  -0.134
C  2.077  5.172  3.256  -0.681
N  1.328  4.825  2.160  0.315
C  1.726  3.635  1.680  -0.217
S  1.203  2.963  0.172  -0.123
H  4.382  2.047  2.921  0.361
H  3.835  1.938  1.234  0.373
H  2.905  1.142  2.537  0.202
H  3.719  4.030  4.197  0.466
H  1.935  6.095  3.790  0.476
H  0.608  5.387  1.731  0.278
C  -4.136  1.025  -2.645  -1.329
C  -2.962  0.888  -1.806  0.474
N  -2.045  0.794  -1.127  -0.325
H  -4.668  1.937  -2.374  0.351
H  -4.793  0.168  -2.499  0.337
H  -3.838  1.076  -3.693  0.351

The calculation puts the energy above the lowest of the compared OMol25 structures with the same formula, charge and spin at 33.6 kcal per mole. Its total energy is -4457.99916 Eh. Its charge is +3. As for the largest force on an atom: 0.0166 hartree/bohr. The HOMO energy is -0.5904 hartree. The HOMO-LUMO gap comes out at 4.963 eV.

Entry 3:
This record from OMol25 describes a molecular structure, C33H21F6N4O5PdS5. The level of theory is ωB97M-V with the def2-TZVPD basis set.

Each line ends with the Mulliken charge.
Atoms and positions in Å:
Pd  -0.373  -0.572  0.733  0.507
C  3.181  1.759  1.913  -0.800
C  1.788  1.429  1.647  0.375
N  1.428  0.212  1.331  -0.151
C  2.391  -0.808  1.533  0.455
C  3.734  -0.567  1.958  0.396
C  4.119  0.816  2.121  -1.032
C  4.578  -1.666  2.119  -0.110
C  4.186  -2.975  1.945  -1.557
C  2.926  -3.170  1.426  -0.056
C  1.935  -2.197  1.345  0.112
N  0.635  -2.301  0.898  0.077
C  0.087  -3.408  0.384  0.005
C  0.360  -4.770  0.616  -0.526
C  -0.228  -5.710  -0.210  -0.756
C  -1.166  -5.372  -1.206  -0.720
C  -1.601  -4.020  -1.397  0.853
C  -2.513  -3.539  -2.397  -0.678
C  -2.748  -2.198  -2.528  -0.921
C  -2.158  -1.278  -1.626  0.184
N  -1.367  -1.713  -0.642  0.260
C  -1.042  -3.015  -0.542  0.553
H  3.467  2.772  2.025  0.442
H  1.157  3.267  1.546  0.308
H  5.111  0.979  2.527  0.488
H  5.582  -1.372  2.390  0.407
H  4.848  -3.853  2.072  0.364
H  2.690  -4.140  0.961  0.526
H  1.076  -5.062  1.409  0.697
H  -0.055  -6.740  0.040  0.417
H  -1.499  -6.178  -1.930  0.321
H  -2.915  -4.275  -3.081  0.433
H  -3.153  -1.685  -3.449  0.345
H  -2.355  -0.195  -1.749  -0.052
F  4.608  3.804  -1.978  -0.165
C  4.021  3.095  -2.955  0.573
F  4.944  2.807  -3.947  -0.179
F  2.999  3.765  -3.440  -0.184
S  3.015  1.466  -2.450  0.847
O  2.628  0.886  -3.749  -0.534
O  0.867  2.365  1.721  -0.199
N  4.406  0.855  -1.807  -0.288
S  4.842  -0.650  -1.464  1.099
O  3.741  -1.503  -1.062  -0.494
O  6.006  -0.597  -0.628  -0.650
C  5.315  -1.435  -3.138  0.512
F  6.119  -0.574  -3.841  -0.184
F  4.165  -1.783  -3.797  -0.165
F  6.015  -2.611  -2.845  -0.194
O  -1.704  0.850  0.004  -0.139
C  -2.748  1.593  0.612  2.861
C  -2.389  2.526  1.801  -0.156
C  -2.108  3.871  1.620  -0.668
C  -2.080  4.608  2.875  -0.752
C  -2.342  3.805  3.917  -0.683
S  -2.614  2.126  3.472  0.022
C  -3.238  2.402  -0.602  -0.617
C  -4.227  3.367  -0.605  -0.314
C  -4.414  4.028  -1.888  -0.913
C  -3.549  3.535  -2.842  -0.572
S  -2.432  2.329  -2.155  -0.024
C  -3.881  0.752  1.175  -0.852
C  -5.225  0.999  1.027  -0.641
C  -6.028  0.094  1.869  -0.842
C  -5.208  -0.828  2.467  -0.599
S  -3.536  -0.676  2.121  0.161
H  -1.936  4.311  0.671  0.743
H  -1.975  5.696  2.984  0.396
H  -2.378  4.033  4.918  0.564
H  -4.745  3.449  0.357  0.599
H  -5.145  4.894  -2.081  0.318
H  -3.627  3.678  -3.930  0.430
H  -5.695  1.684  0.376  0.778
H  -7.119  0.178  1.971  0.410
H  -5.453  -1.652  3.067  0.531

Its total energy is -4582.87259 Eh. Its multiplicity is 5. Its charge is +1. As for the largest force on an atom: 0.0834 hartree/bohr. The HOMO energy (spin up / spin down) is -0.3708 / -0.3841 hartree. The HOMO-LUMO gap (spin up / spin down) comes out at 6.887 / 3.722 eV.